The following is a DFT calculation (wB97M-V/def2-TZVPD) of a cluster of 3 separate species, C3H12N2O2 in total.

Geometry as ORCA input:
```
! wB97M-V def2-TZVPD RIJCOSX def2/J DEFGRID3
* xyz 1 2
C 2.38256 -1.52846 -1.14367
C 1.07374 -1.12562 -0.47822
N 0.73240 0.29369 -0.71318
C -0.50197 0.69282 -0.57418
N -1.53395 -0.09783 -0.53363
H 3.13333 -0.79639 -0.81373
H 2.29095 -1.49518 -2.22728
H 2.79119 -2.49015 -0.85147
H 0.22424 -1.70294 -0.85082
H 1.14454 -1.32379 0.59126
H 1.50449 0.90828 -0.93752
H -0.67050 1.76268 -0.77040
H -2.30880 0.00521 -1.19579
H -4.57832 0.52251 1.26842
H -3.38570 -0.21406 0.71399
O -4.19839 -0.38662 1.21573
H 0.19451 1.65174 2.51863
H 0.89916 2.96265 2.02658
O 0.80652 2.36143 2.75529
*
```

Output
DFT total energy: -381.13142 a.u.
largest force on an atom: 3.47 eV Å⁻¹
energy relative to the best compared isomer or geometry (same formula, charge and spin): 2.212 eV
expectation value of S²: 0.76


The following is a DFT calculation (wB97M-V/def2-TZVPD) of a cluster of 3 separate species, C3H12N2O2 in total.

Geometry as ORCA input:
```
! wB97M-V def2-TZVPD RIJCOSX def2/J DEFGRID3
* xyz 1 2
C 1.29913 1.21130 1.22264
C 0.89965 0.03366 0.36950
C 0.27921 -1.08844 0.81767
N -0.04157 -2.35708 0.02374
N 1.44966 0.00270 -0.90530
H 1.94584 0.82463 2.00534
H 0.43864 1.23805 1.91486
H 1.90556 1.95589 0.57191
H 0.19142 -1.18683 1.85000
H -0.73549 -2.01937 -0.71972
H -0.50299 -3.08009 0.62339
H 1.36429 0.75871 -1.63469
H 1.31804 -0.91816 -1.28683
H -2.08424 -0.58387 -2.83223
H -1.73939 0.29964 -1.52274
O -1.90169 -0.58932 -1.86362
H -0.78831 2.26524 0.19164
H -1.59850 1.16709 0.78182
O -1.69925 2.06625 0.39261
*
```

Output
DFT total energy: -381.15713 a.u.
largest force on an atom: 5.63 eV Å⁻¹
energy relative to the best compared isomer or geometry (same formula, charge and spin): 1.512 eV
expectation value of S²: 0.76


The following is a DFT calculation (wB97M-V/def2-TZVPD) of a cluster of 3 separate species, C3H12N2O3 in total.

Geometry as ORCA input:
```
! wB97M-V def2-TZVPD RIJCOSX def2/J DEFGRID3
* xyz 0 1
C -2.36621 1.47810 -1.11748
C -1.46835 1.15507 0.04518
O -1.76860 1.30861 1.21230
N -0.29040 0.52347 -0.30360
C 0.68099 0.35571 0.79215
N 2.03176 0.03581 0.32209
H -2.74023 0.56261 -1.58560
H -3.22266 1.98433 -0.74832
H -1.90353 2.06616 -1.91073
H 0.08590 0.78584 -1.20348
H 0.66940 1.26228 1.38163
H 0.26063 -0.49730 1.31796
H 2.64536 0.46765 0.98617
H 2.17716 0.42013 -0.60628
O 1.22324 -5.25428 -3.42757
H 0.95401 -4.32836 -3.49344
H 2.01615 -5.17177 -2.88089
O 0.61037 1.19416 3.92720
H 0.57252 0.23075 3.89659
H -0.16751 1.42105 3.39614
*
```

Output
SMILES: CC(=O)NCN.O.O
DFT total energy: -456.73376 a.u.
largest force on an atom: 1.13 eV Å⁻¹
energy relative to the best compared isomer or geometry (same formula, charge and spin): 0.991 eV


Look up the largest force on an atom of the first one.
3.47 eV Å⁻¹